# 1
Density functional theory data (the ωB97M-V functional and the def2-TZVPD basis) for the molecule C4H9NO2.

Output
DFT total energy: -362.97950 a.u.
HOMO: -9.55 eV
F_max: 2.32 eV/A
Molar mass: 103.121 g mol⁻¹
Energy above the lowest of the compared OMol25 structures with the same formula, charge and spin: 66.54 kcal per mole

Geometry (Å):
1 O -1.187 0.372 1.059
2 O 1.288 1.328 1.113
3 N -0.273 -0.007 0.030
4 C 0.939 0.682 0.128
5 C -0.991 -0.129 -1.225
6 C 1.851 0.548 -1.068
7 C -1.090 -0.772 1.973
8 H 2.850 0.900 -0.798
9 H -1.875 -0.753 -1.074
10 H -1.828 -0.589 2.757
11 H -0.099 -0.803 2.432
12 H 1.930 -0.498 -1.376
13 H -1.343 -1.722 1.492
14 H -1.296 0.867 -1.560
15 H 1.477 1.157 -1.895
16 H -0.353 -0.582 -1.987

# 2
Density functional theory data (the ωB97M-V functional and the def2-TZVPD basis) for the molecule C4H9NO2.

Output
DFT total energy: -363.00990 a.u.
HOMO: -9.40 eV
F_max: 0.61 eV/A
Molar mass: 103.121 g mol⁻¹
Energy above the lowest of the compared OMol25 structures with the same formula, charge and spin: 47.46 kcal per mole

Geometry (Å):
1 O 0.622 -0.388 -2.211
2 O 0.351 -1.086 2.969
3 N 0.282 1.378 -0.596
4 C -0.621 -0.403 0.914
5 C -0.200 0.708 -1.749
6 C 0.461 0.645 0.669
7 C -0.142 -1.415 1.922
8 H -0.839 -0.897 -0.024
9 H -1.218 0.344 -1.615
10 H -0.238 -2.489 1.679
11 H 1.165 1.802 -0.855
12 H 0.444 1.403 1.441
13 H -1.572 0.023 1.259
14 H 0.216 -1.221 -1.947
15 H 1.436 0.131 0.678
16 H -0.148 1.466 -2.534

# 3
Density functional theory data (the ωB97M-V functional and the def2-TZVPD basis) for the molecule C4H9NO2.

Output
DFT total energy: -363.02162 a.u.
HOMO: -9.59 eV
F_max: 2.04 eV/A
Molar mass: 103.121 g mol⁻¹
Energy above the lowest of the compared OMol25 structures with the same formula, charge and spin: 40.11 kcal per mole

Geometry (Å):
1 O 2.101 1.103 -0.239
2 O -1.211 -1.576 -0.279
3 N 0.034 1.893 0.385
4 C -0.047 -2.421 -0.300
5 C 1.353 2.049 -0.027
6 C -0.460 0.538 0.737
7 C -0.906 -0.195 -0.514
8 H 0.276 -0.066 1.274
9 H -0.105 -0.109 -1.249
10 H -0.292 -3.510 -0.297
11 H -1.266 0.604 1.440
12 H -0.507 2.688 0.652
13 H 1.721 3.053 -0.137
14 H 0.480 -2.184 0.670
15 H -1.773 0.349 -0.945
16 H 0.602 -2.214 -1.173

# 4
Density functional theory data (the ωB97M-V functional and the def2-TZVPD basis) for the molecule C4H9NO2.

Output
DFT total energy: -362.83690 a.u.
HOMO: -8.74 eV
F_max: 5.68 eV/A
Molar mass: 103.121 g mol⁻¹
Energy above the lowest of the compared OMol25 structures with the same formula, charge and spin: 156.02 kcal per mole

Geometry (Å):
1 O 1.209 1.759 -0.171
2 O 1.384 -0.771 0.149
3 N 0.651 0.309 -0.196
4 C -1.295 -1.096 -0.126
5 C 2.770 -0.285 0.517
6 C -1.418 1.486 -0.384
7 C -0.651 0.216 -0.123
8 H -1.303 -1.682 0.864
9 H -0.848 -1.868 -0.766
10 H -2.355 -1.013 -0.287
11 H 2.971 -0.284 1.611
12 H -0.833 1.999 -1.134
13 H 3.398 -0.831 -0.130
14 H 2.703 0.825 0.100
15 H -2.427 1.489 -0.555
16 H -1.409 2.108 0.527

# 5
Density functional theory data (the ωB97M-V functional and the def2-TZVPD basis) for a 2-piece molecular cluster, C4H9NO2 overall.

Output
DFT total energy: -363.02669 a.u.
HOMO: -9.93 eV
F_max: 0.74 eV/A
Molar mass: 103.121 g mol⁻¹
Energy above the lowest of the compared OMol25 structures with the same formula, charge and spin: 36.93 kcal per mole

Geometry (Å):
1 O -1.752 -1.827 0.254
2 O 0.042 0.711 -2.042
3 N -0.945 0.389 0.609
4 C -0.231 -0.549 -2.612
5 C -1.337 -0.753 0.469
6 C 1.306 0.380 1.621
7 C -0.130 0.876 1.723
8 H -0.171 1.967 1.713
9 H -0.599 0.532 2.650
10 H 1.336 -0.715 1.603
11 H -0.379 0.772 -1.175
12 H 1.785 0.749 0.710
13 H -0.966 -0.467 -3.425
14 H 0.698 -0.951 -3.028
15 H 1.878 0.722 2.489
16 H -0.616 -1.294 -1.901

# 6
Density functional theory data (the ωB97M-V functional and the def2-TZVPD basis) for the molecule C4H9NO2.

Output
DFT total energy: -363.05885 a.u.
HOMO: -9.91 eV
F_max: 0.43 eV/A
Molar mass: 103.121 g mol⁻¹
Energy above the lowest of the compared OMol25 structures with the same formula, charge and spin: 16.74 kcal per mole

Geometry (Å):
1 O -0.783 1.018 -1.135
2 O 1.651 2.033 -0.188
3 N 1.601 -0.124 0.557
4 C -0.656 -0.263 -0.568
5 C -2.072 -0.771 -0.315
6 C 0.156 -0.252 0.732
7 C 2.218 1.017 0.188
8 H -0.004 -1.196 1.261
9 H -2.615 -0.055 0.312
10 H 3.318 0.957 0.256
11 H -2.605 -0.855 -1.267
12 H -0.207 0.564 1.368
13 H 0.031 1.523 -0.954
14 H -0.143 -0.952 -1.263
15 H -2.081 -1.751 0.176
16 H 2.188 -0.892 0.841

# 7
Density functional theory data (the ωB97M-V functional and the def2-TZVPD basis) for the molecule C4H9NO2.

Output
DFT total energy: -363.04741 a.u.
HOMO: -9.50 eV
F_max: 2.66 eV/A
Molar mass: 103.121 g mol⁻¹
Energy above the lowest of the compared OMol25 structures with the same formula, charge and spin: 23.92 kcal per mole

Geometry (Å):
1 O -1.765 1.147 0.360
2 O 1.822 -1.789 0.237
3 N 0.383 -0.735 1.653
4 C 1.136 -0.829 0.498
5 C 0.798 0.262 -0.510
6 C -0.469 0.231 -1.343
7 C -1.431 1.345 -1.004
8 H 0.561 -1.487 2.296
9 H -1.139 2.369 -1.245
10 H -0.203 0.215 -2.398
11 H -1.079 -0.650 -1.145
12 H -2.338 1.218 -1.609
13 H -2.016 1.920 0.866
14 H 1.695 0.240 -1.141
15 H 0.891 1.230 -0.010
16 H -0.480 -0.232 1.512

# 8
Density functional theory data (the ωB97M-V functional and the def2-TZVPD basis) for a 2-piece molecular cluster, C4H9NO2 overall.

Output
DFT total energy: -363.00297 a.u.
HOMO: -9.93 eV
F_max: 2.99 eV/A
Molar mass: 103.121 g mol⁻¹
Energy above the lowest of the compared OMol25 structures with the same formula, charge and spin: 51.81 kcal per mole

Geometry (Å):
1 O 0.758 0.007 1.736
2 O 1.245 -1.593 0.140
3 N -1.802 0.291 1.350
4 C 2.112 0.642 -0.140
5 C -1.790 0.207 0.182
6 C 1.018 -0.242 0.435
7 C -2.379 0.052 -1.139
8 H 1.832 1.688 -0.042
9 H -0.305 0.055 1.861
10 H -2.114 0.909 -1.760
11 H -3.463 -0.017 -1.061
12 H 3.034 0.472 0.418
13 H -0.009 0.010 -0.131
14 H -1.994 -0.856 -1.606
15 H 1.567 -2.025 0.942
16 H 2.289 0.399 -1.185

# 9
Density functional theory data (the ωB97M-V functional and the def2-TZVPD basis) for the molecule C4H9NO2.

Output
DFT total energy: -362.80217 a.u.
HOMO (alpha / beta): -10.06 / -10.04 eV
F_max: 3.80 eV/A
Molar mass: 103.121 g mol⁻¹
Energy above the lowest of the compared OMol25 structures with the same formula, charge and spin: 177.81 kcal per mole

Geometry (Å):
1 O -2.240 -0.372 0.260
2 O -3.494 -0.179 0.333
3 N -1.402 0.514 0.120
4 C 0.451 0.607 -1.343
5 C -0.065 0.108 0.021
6 C 0.753 0.851 1.036
7 C 0.244 -1.440 0.106
8 H -0.347 -1.993 -0.638
9 H -0.113 -1.777 1.159
10 H 1.588 0.315 -1.330
11 H 1.747 0.750 0.794
12 H 0.490 1.877 0.984
13 H 0.060 0.181 -2.273
14 H 0.360 1.784 -1.360
15 H 0.566 0.428 2.090
16 H 1.401 -1.653 0.043

# 10
Density functional theory data (the ωB97M-V functional and the def2-TZVPD basis) for the molecule C4H9NO2.

Output
DFT total energy: -363.03895 a.u.
HOMO: -9.53 eV
F_max: 1.20 eV/A
Molar mass: 103.121 g mol⁻¹
Energy above the lowest of the compared OMol25 structures with the same formula, charge and spin: 29.23 kcal per mole

Geometry (Å):
1 O 1.075 2.023 -1.872
2 O 0.973 -0.993 1.099
3 N -0.932 -0.518 -0.095
4 C -0.237 -0.961 1.015
5 C 0.829 1.019 -0.894
6 C -1.114 -1.380 2.167
7 C -0.601 0.553 -1.030
8 H 1.669 2.668 -1.481
9 H 1.523 0.185 -1.004
10 H 0.956 1.411 0.117
11 H -1.830 -0.949 -0.234
12 H -1.299 1.378 -0.922
13 H -0.449 -1.851 2.892
14 H -0.727 0.126 -2.025
15 H -1.864 -2.129 1.921
16 H -1.544 -0.517 2.664

# 11
Density functional theory data (the ωB97M-V functional and the def2-TZVPD basis) for a 2-piece molecular cluster, C4H9NO2 overall.

Output
DFT total energy: -363.05432 a.u.
HOMO: -9.96 eV
F_max: 0.51 eV/A
Molar mass: 103.121 g mol⁻¹
Energy above the lowest of the compared OMol25 structures with the same formula, charge and spin: 19.59 kcal per mole

Geometry (Å):
1 O -0.991 0.974 -2.825
2 O -0.138 -1.928 0.083
3 N -1.950 -0.179 -1.114
4 C 0.480 0.033 -1.200
5 C 0.756 0.735 2.444
6 C 0.710 -1.274 -0.482
7 C -0.893 0.304 -1.811
8 H 1.692 0.990 1.938
9 H 0.875 0.905 3.516
10 H -1.799 -0.906 -0.425
11 H 0.673 0.822 -0.457
12 H -2.855 -0.087 -1.550
13 H 1.223 0.171 -1.989
14 H -0.050 1.370 2.068
15 H 0.502 -0.315 2.275
16 H 1.765 -1.616 -0.471

# 12
Density functional theory data (the ωB97M-V functional and the def2-TZVPD basis) for the molecule C4H9NO2.

Output
DFT total energy: -363.05859 a.u.
HOMO: -9.51 eV
F_max: 0.45 eV/A
Molar mass: 103.121 g mol⁻¹
Energy above the lowest of the compared OMol25 structures with the same formula, charge and spin: 16.91 kcal per mole

Geometry (Å):
1 O 1.857 -1.606 1.620
2 O -0.044 1.644 -0.962
3 N 1.153 0.545 1.433
4 C -1.030 -0.577 -0.225
5 C -1.240 0.889 -0.740
6 C 0.423 -1.094 -0.235
7 C 1.223 -0.755 1.020
8 H 0.420 -2.185 -0.283
9 H -1.811 1.458 0.008
10 H -1.645 -1.258 -0.835
11 H -1.414 -0.658 0.802
12 H 0.984 -0.723 -1.112
13 H 0.338 1.397 -1.818
14 H -1.834 0.865 -1.667
15 H 1.744 0.789 2.214
16 H 0.876 1.269 0.780

# 13
Density functional theory data (the ωB97M-V functional and the def2-TZVPD basis) for C4H9NO2 as an isolated structure.

Output
DFT total energy: -362.90111 a.u.
HOMO: -8.33 eV
F_max: 2.70 eV/A
Molar mass: 103.121 g mol⁻¹
Energy above the lowest of the compared OMol25 structures with the same formula, charge and spin: 115.73 kcal per mole

Geometry (Å):
1 O 1.607 -0.994 -1.186
2 O 2.334 0.690 0.150
3 N 2.567 0.727 1.559
4 C -1.536 -0.719 -0.163
5 C -0.242 -0.007 0.130
6 C -2.557 0.195 -0.848
7 C 0.885 -0.272 -0.486
8 H 2.741 -0.101 -0.484
9 H -1.339 -1.590 -0.792
10 H -1.960 -1.088 0.777
11 H -3.505 -0.323 -0.995
12 H -0.232 0.793 0.857
13 H 2.773 -0.223 1.863
14 H -2.750 1.084 -0.245
15 H -2.185 0.523 -1.820
16 H 3.396 1.304 1.684

# 14
Density functional theory data (the ωB97M-V functional and the def2-TZVPD basis) for the molecule C4H9NO2.

Output
DFT total energy: -362.94031 a.u.
HOMO: -6.98 eV
F_max: 0.47 eV/A
Molar mass: 103.121 g mol⁻¹
Energy above the lowest of the compared OMol25 structures with the same formula, charge and spin: 91.13 kcal per mole

Geometry (Å):
1 O -1.578 -0.730 -1.300
2 O 1.956 1.402 0.481
3 N -1.861 -0.758 0.914
4 C 1.093 -0.643 -0.744
5 C -0.392 0.987 0.104
6 C -1.213 -0.250 -0.121
7 C 0.984 0.364 0.365
8 H -2.348 -1.637 0.808
9 H 0.924 -0.168 1.333
10 H -0.634 -0.834 -1.657
11 H -1.739 -0.375 1.840
12 H 1.375 -0.119 -1.675
13 H -0.354 1.561 -0.826
14 H 2.770 1.022 0.129
15 H 1.818 -1.443 -0.553
16 H -0.800 1.622 0.902

# 15
Density functional theory data (the ωB97M-V functional and the def2-TZVPD basis) for a 2-piece molecular cluster, C4H9NO2 overall.

Output
DFT total energy: -363.01264 a.u.
HOMO: -8.91 eV
F_max: 0.48 eV/A
Molar mass: 103.121 g mol⁻¹
Energy above the lowest of the compared OMol25 structures with the same formula, charge and spin: 45.74 kcal per mole

Geometry (Å):
1 O 1.515 -1.163 -0.597
2 O -0.814 -1.813 1.833
3 N 1.858 1.092 -0.785
4 C -1.252 -1.004 0.823
5 C -0.948 0.293 0.778
6 C -1.437 1.238 -0.280
7 C 2.281 -0.101 -0.857
8 H -1.912 0.700 -1.111
9 H -0.310 0.692 1.567
10 H 2.596 1.751 -1.021
11 H 0.650 -0.816 -0.290
12 H -0.584 1.803 -0.673
13 H -1.875 -1.474 0.059
14 H -0.891 -2.734 1.560
15 H -2.170 1.949 0.123
16 H 3.292 -0.414 -1.130